{"formula": "C30H36N4O6", "method": "ωB97M-V with the def2-TZVPD basis set", "e_homo_ev": -7.86, "max_force_ev_per_a": 0.71, "gap_ha": 0.2985, "smiles": "COc1ccccc1CN(C(=O)c1cnccn1)[C@@H](C(=O)NC1CCCCC1)c1cc(OC)c(OC)c(OC)c1", "species": ["C", "H", "O", "C", "C", "C", "C", "C", "C", "C", "N", "C", "O", "C", "N", "C", "C", "N", "C", "H", "H", "H", "C", "C", "C", "C", "C", "C", "C", "H", "O", "C", "H", "H", "H", "O", "C", "H", "H", "H", "O", "C", "H", "H", "H", "H", "C", "O", "N", "H", "C", "C", "C", "C", "C", "C", "H", "H", "H", "H", "H", "H", "H", "H", "H", "H", "H", "H", "H", "H", "H", "H", "H", "H", "H", "H"], "positions_angstrom": [[-1.38243, -2.14461, 3.27081], [-0.48885, -2.14133, 3.89359], [-1.30251, -0.97496, 2.48955], [-2.33507, -0.68049, 1.65237], [-3.46513, -1.47619, 1.50262], [-4.48958, -1.08686, 0.65684], [-4.40044, 0.09873, -0.04598], [-3.26627, 0.88209, 0.08566], [-2.22340, 0.50951, 0.91641], [-0.98706, 1.36904, 1.03933], [-0.50661, 1.82160, -0.24955], [-0.84785, 2.97000, -0.86112], [-0.46746, 3.25051, -1.99248], [-1.75880, 3.94159, -0.16962], [-1.67996, 4.16913, 1.13729], [-2.47137, 5.09877, 1.64628], [-3.36280, 5.80919, 0.85423], [-3.44603, 5.59461, -0.45091], [-2.64377, 4.67976, -0.96269], [-2.69716, 4.51796, -2.03013], [-4.01952, 6.56563, 1.26057], [-2.37904, 5.27031, 2.70996], [0.37603, 0.92210, -0.98290], [-0.14186, -0.49524, -0.93806], [0.42599, -1.44000, -0.09779], [-0.13783, -2.70072, 0.00670], [-1.29312, -3.03289, -0.72597], [-1.82510, -2.09094, -1.61863], [-1.24065, -0.83334, -1.71030], [-1.65029, -0.09054, -2.37450], [-2.90378, -2.46709, -2.37514], [-3.50785, -1.50851, -3.20882], [-3.85246, -0.64184, -2.63735], [-4.36419, -2.01288, -3.65455], [-2.83037, -1.18031, -4.00354], [-1.76071, -4.29492, -0.49673], [-3.11198, -4.60575, -0.75342], [-3.28828, -5.55238, -0.24173], [-3.30493, -4.72768, -1.82125], [-3.78185, -3.84140, -0.35305], [0.33532, -3.68831, 0.81940], [1.54152, -3.46081, 1.50657], [2.36905, -3.27614, 0.81384], [1.46166, -2.62137, 2.20405], [1.73699, -4.37592, 2.06354], [1.28229, -1.17513, 0.49816], [1.80795, 1.01255, -0.42770], [2.06399, 1.42555, 0.68241], [2.72345, 0.55799, -1.30609], [2.39550, 0.22717, -2.19804], [4.15409, 0.46999, -1.03833], [4.43733, -0.48924, 0.12112], [5.93908, -0.59809, 0.36363], [6.53112, 0.77633, 0.65897], [6.24744, 1.73517, -0.49308], [4.74577, 1.84813, -0.73467], [4.54356, 2.52262, -1.56919], [4.25550, 2.24847, 0.15257], [6.65636, 2.72128, -0.26666], [6.73759, 1.36973, -1.39935], [7.60804, 0.69120, 0.81743], [6.08492, 1.17133, 1.57350], [6.12733, -1.27411, 1.20003], [6.42167, -1.01944, -0.52208], [4.01939, -1.47262, -0.10977], [3.94635, -0.10482, 1.01563], [4.61762, 0.07455, -1.94929], [0.37920, 1.29469, -2.01576], [-1.19627, 2.24350, 1.65888], [-0.18982, 0.79933, 1.51616], [-3.18706, 1.80170, -0.47667], [-5.20795, 0.41499, -0.68965], [-5.36294, -1.71449, 0.55500], [-3.55637, -2.40523, 2.04252], [-1.38949, -3.04533, 2.64979], [-2.26582, -2.13482, 3.91711]], "forces_ev_per_a": [[-0.02, -0.19, 0.13], [-0.06, -0.05, -0.02], [-0.05, 0.27, -0.13], [-0.12, 0.22, -0.12], [0.13, -0.17, 0.18], [-0.06, 0.05, -0.05], [-0.12, 0.03, -0.06], [0.02, -0.07, 0.19], [-0.01, -0.09, 0.24], [-0.15, -0.16, 0.51], [0.27, -0.07, -0.10], [0.14, -0.05, -0.20], [-0.08, 0.21, -0.07], [-0.32, 0.58, 0.07], [0.19, -0.07, -0.18], [-0.14, 0.16, 0.00], [0.11, -0.07, 0.13], [-0.23, 0.18, -0.11], [0.23, -0.28, -0.05], [0.09, -0.07, -0.04], [-0.01, 0.03, 0.14], [-0.09, 0.10, 0.07], [0.02, 0.19, -0.08], [0.07, -0.31, -0.11], [-0.03, -0.03, -0.05], [-0.23, -0.13, -0.16], [0.09, -0.19, 0.25], [-0.01, 0.02, -0.04], [0.06, -0.08, -0.11], [-0.12, 0.09, -0.08], [0.36, -0.22, 0.33], [-0.09, 0.15, -0.15], [0.03, -0.03, -0.03], [0.04, 0.08, -0.01], [-0.01, 0.00, 0.03], [0.41, 0.33, -0.18], [-0.43, -0.24, -0.07], [-0.03, 0.06, -0.01], [-0.01, 0.00, 0.14], [0.02, -0.03, -0.02], [-0.31, 0.04, -0.21], [0.17, 0.03, 0.09], [-0.03, 0.03, 0.02], [0.01, 0.01, -0.02], [0.03, 0.08, -0.01], [0.13, -0.01, 0.14], [-0.31, -0.07, -0.63], [0.03, 0.16, 0.43], [0.20, -0.08, -0.31], [-0.07, 0.03, 0.05], [-0.09, 0.14, 0.47], [0.20, -0.13, -0.25], [-0.12, 0.10, 0.23], [0.18, -0.12, -0.26], [-0.13, 0.09, 0.23], [0.19, -0.09, -0.25], [-0.06, 0.03, 0.00], [-0.03, 0.03, -0.02], [0.05, 0.01, -0.08], [0.09, 0.02, -0.06], [0.01, 0.03, 0.09], [0.01, 0.03, 0.10], [0.04, -0.07, -0.05], [0.07, -0.07, -0.02], [-0.07, 0.00, 0.01], [-0.07, -0.02, 0.02], [-0.05, 0.02, 0.05], [0.04, -0.16, 0.24], [0.19, -0.35, -0.06], [-0.06, 0.17, -0.04], [-0.01, 0.04, -0.07], [-0.07, 0.03, -0.06], [-0.07, -0.06, 0.01], [0.03, -0.10, 0.07], [-0.01, 0.03, 0.00], [0.02, 0.01, -0.03]], "lowdin_charge": [-0.071, 0.096, -0.083, -0.224, -0.019, -0.086, -0.097, -0.030, -0.111, -0.066, 0.030, -0.396, 0.059, -0.172, 0.124, -0.098, -0.116, 0.087, -0.064, 0.122, 0.104, 0.108, -0.133, -0.165, 0.036, -0.188, -0.126, -0.176, 0.032, 0.122, -0.100, -0.071, 0.079, 0.098, 0.098, -0.047, -0.065, 0.095, 0.091, 0.083, -0.072, -0.072, 0.090, 0.091, 0.098, 0.109, -0.442, 0.089, 0.123, 0.151, -0.296, -0.157, -0.200, -0.207, -0.201, -0.151, 0.120, 0.113, 0.109, 0.112, 0.107, 0.117, 0.108, 0.113, 0.107, 0.115, 0.154, 0.151, 0.117, 0.124, 0.108, 0.103, 0.106, 0.108, 0.093, 0.098]}